Entry 1:
Density functional theory data (wB97M-V/def2-TZVPD) for a single C7H8N2O2 molecule in a non-equilibrium geometry.

XYZ file:
```
19
C7H8N2O2, DFT wB97M-V/def2-TZVPD
O -2.85785 -1.49200 -0.45676
C -2.03670 -0.52274 -0.24487
C -0.93798 -0.52662 0.80439
C 0.44051 -0.32315 0.49487
C 1.38229 -1.39578 0.16803
C 2.73656 -1.09658 -0.20457
C 3.01698 0.22622 -0.37702
C 2.04299 1.26427 -0.24255
N 0.84320 0.99633 0.26129
N -2.03549 0.81163 -0.63075
O -1.71363 1.68244 0.40518
H -1.06884 -1.57252 1.15253
H -1.15565 0.09124 1.77660
H 1.05068 -2.34011 0.42568
H 3.30868 -2.01554 -0.42990
H 3.99868 0.61445 -0.65098
H 2.32646 2.30030 -0.28303
H -2.67321 0.99445 -1.58849
H -0.73675 1.99472 0.20679
```

Its SMILES is O=C(Cc1ccccn1)NO. The energy above the lowest of the compared OMol25 structures with the same formula, charge and spin comes out at 100.51 kcal/mol. For the HOMO energy, the calculation gives -9.357 eV. As for the LUMO energy: 0.01512 hartree. For the gap between HOMO and LUMO, the calculation gives 9.77 eV.

Entry 2:
Density functional theory data (wB97M-V/def2-TZVPD) for a molecular structure, C30H24As2IrN2S2 in a non-equilibrium geometry.

XYZ file:
```
61
C30H24As2IrN2S2, DFT wB97M-V/def2-TZVPD
Ir 0.36573 -1.26117 1.40700
S -1.41208 -1.45246 2.68084
C -0.89666 -1.38373 4.32298
C -1.91033 -1.24794 5.31653
N -2.74485 -1.14838 6.09977
C 0.43284 -1.43688 4.59371
S 1.53156 -1.55185 3.25829
C 0.97267 -1.40518 5.91217
N 1.40874 -1.38401 6.97468
C -2.05456 0.39309 -1.30833
C -1.70391 1.19760 -0.05147
As 0.04788 0.98185 0.78240
C 1.40551 1.67310 -0.37512
C 1.10034 2.43386 -1.49485
C 2.12864 2.89413 -2.30744
C 3.44713 2.59940 -1.99435
C 3.75049 1.84994 -0.86344
C 2.73029 1.38141 -0.05210
C 0.00219 2.14528 2.31031
C -1.03505 2.01387 3.23203
C -1.06997 2.83216 4.34898
C -0.06776 3.77237 4.55057
C 0.96221 3.90384 3.63221
C 1.00158 3.09264 2.50624
As -2.04255 -1.57970 -1.06633
C -0.11762 -1.73172 -0.95572
C 0.73374 -1.06390 -1.89191
C 2.06749 -1.32964 -1.94878
C 2.63016 -2.27937 -1.06537
C 1.83031 -3.03143 -0.24007
C 0.42466 -2.80540 -0.21865
C -2.25638 -2.09971 -2.92995
C -3.37843 -1.65797 -3.62718
C -3.58967 -2.06125 -4.93676
C -2.69171 -2.92189 -5.55243
C -1.58460 -3.38166 -4.85632
C -1.36607 -2.97276 -3.54743
H -1.42534 0.65174 -2.15810
H -3.07964 0.65509 -1.57580
H -2.39624 0.95799 0.75946
H -1.78914 2.27270 -0.23385
H 0.07167 2.67202 -1.73926
H 1.89775 3.48767 -3.18184
H 4.24452 2.96320 -2.62846
H 4.78208 1.63594 -0.61700
H 2.96130 0.79760 0.83168
H -1.81379 1.27562 3.08762
H -1.87497 2.73236 5.06489
H -0.09162 4.40379 5.42852
H 1.73881 4.63994 3.79009
H 1.80434 3.20669 1.78946
H 0.30846 -0.33913 -2.57220
H 2.70234 -0.81520 -2.65769
H 3.69712 -2.46013 -1.08710
H 2.25276 -3.81998 0.36848
H -0.23628 -3.53742 0.23395
H -4.09782 -1.00034 -3.15189
H -4.45936 -1.70995 -5.47595
H -2.86004 -3.24039 -6.57242
H -0.89041 -4.06185 -5.33208
H -0.49848 -3.34446 -3.01524
```

For the HOMO energy, the calculation gives -11.529 eV. The charge is +1. As for the LUMO energy: -0.18068 hartree. For the gap between HOMO and LUMO, the calculation gives 6.61 eV.

Entry 3:
Density functional theory data (wB97M-V/def2-TZVPD) for 2 unconnected molecules or ions with the total composition C30H32O4 in a non-equilibrium geometry.

XYZ file:
```
66
C30H32O4, DFT wB97M-V/def2-TZVPD
C 4.20676 -1.06591 3.59286
C 3.41986 0.08348 3.03449
O 2.02540 -0.29270 3.08188
C 1.18586 0.71222 2.72261
C -0.23839 0.25402 2.80291
C -1.11496 1.33121 3.31607
O -0.84061 2.52426 3.20076
C -2.45705 0.98143 3.99277
C -3.40665 0.25880 3.05929
C -2.85704 -1.07419 2.54912
C -1.82521 -1.71551 3.48197
C -0.40948 -1.10757 3.37558
O 1.60791 1.79584 2.34503
H 5.26307 -0.78912 3.60341
H 3.90231 -1.29124 4.62082
H 4.08873 -1.96716 2.98320
H 3.57240 0.99355 3.62910
H 3.69062 0.28706 1.99067
H -2.26214 0.40411 4.90706
H -2.92913 1.92433 4.29174
H -4.36229 0.08657 3.57735
H -3.65230 0.90636 2.20360
H -3.69646 -1.77254 2.41746
H -2.41196 -0.91870 1.55717
H -2.16895 -1.64698 4.52441
H -1.74741 -2.79002 3.25523
H 0.23486 -1.80162 2.81191
H -0.00805 -1.07150 4.41155
C 5.59154 0.97406 -1.56982
C 4.18264 0.70424 -1.13849
C 3.74194 -0.60425 -0.89404
C 2.46086 -0.85166 -0.42390
C 1.52595 0.20391 -0.21794
C 0.23606 -0.06923 0.37221
C -0.90495 0.76318 0.05052
C -0.90737 2.11623 0.45537
C -2.06023 2.88200 0.40028
C -3.23016 2.30147 -0.08900
O -4.47301 2.90690 0.11949
C -4.82486 3.98799 -0.69020
C -6.07103 3.88564 -1.31296
C -6.32569 4.70041 -2.41298
C -5.39781 5.67485 -2.79592
C -4.22103 5.85357 -2.06186
C -3.93202 5.02062 -0.97678
C -3.21892 1.01903 -0.66127
C -2.07218 0.25576 -0.57813
C 1.94750 1.50096 -0.63146
C 3.26053 1.74914 -1.00345
H 5.86266 2.01236 -1.35797
H 6.29507 0.31375 -1.05349
H 5.72598 0.81202 -2.64610
H 4.43679 -1.43007 -1.06417
H 2.13876 -1.87567 -0.21519
H 0.03630 -1.11633 0.61436
H 0.00079 2.54341 0.87603
H -2.07289 3.89454 0.80248
H -6.76579 3.11984 -0.97333
H -7.25702 4.57017 -2.96397
H -5.59954 6.30981 -3.66147
H -3.51039 6.63844 -2.32584
H -3.02616 5.15168 -0.38786
H -4.13255 0.63735 -1.11877
H -2.05303 -0.75896 -0.98684
H 1.23619 2.32182 -0.65082
H 3.58709 2.77269 -1.20535
```

The energy above the lowest of the compared OMol25 structures with the same formula, charge and spin comes out at 35.98 kcal/mol. For the HOMO energy, the calculation gives -7.552 eV. As for the LUMO energy: -0.05320 hartree. For the gap between HOMO and LUMO, the calculation gives 6.10 eV.

Entry 4:
Density functional theory data (wB97M-V/def2-TZVPD) for a single C6H12N2O molecule in a non-equilibrium geometry.

XYZ file:
```
21
C6H12N2O, DFT wB97M-V/def2-TZVPD
C 1.37218 -1.10388 2.27714
C 1.02289 -1.46126 1.04687
N 0.11851 -0.76553 0.03692
C -1.23015 -1.32537 -0.05002
C 0.36750 0.63611 -0.09677
N 1.64685 0.95867 -0.68348
C -0.76415 1.24627 -1.16674
C -1.98572 1.67246 -0.84087
O -0.27625 1.53635 -2.43299
H 1.03690 -0.16965 2.71773
H 1.96941 -1.76253 2.90427
H 1.32001 -2.43721 0.66052
H -1.64703 -1.19756 -1.05099
H -1.20693 -2.40253 0.14444
H -1.88781 -0.87970 0.70463
H 0.24005 1.18756 0.84093
H 2.31956 1.06177 0.07155
H 1.89488 0.17617 -1.28840
H -2.39825 1.51373 0.14848
H -2.57750 2.25242 -1.54447
H 0.66504 1.26372 -2.39875
```

Its SMILES is C=CN(C)[C@@H](N)C(=C)O. The energy above the lowest of the compared OMol25 structures with the same formula, charge and spin comes out at 63.78 kcal/mol. For the HOMO energy, the calculation gives -8.522 eV. As for the LUMO energy: 0.03253 hartree. For the gap between HOMO and LUMO, the calculation gives 9.41 eV.

Entry 5:
Density functional theory data (wB97M-V/def2-TZVPD) for 10 unconnected molecules or ions with the total composition C27H30F7N3O21 in a non-equilibrium geometry.

XYZ file:
```
88
C27H30F7N3O21, DFT wB97M-V/def2-TZVPD
C -2.26878 4.41840 0.09846
C -1.97047 4.91209 1.46799
O -0.93343 4.14794 1.84290
C -0.40680 3.44603 0.80747
O 0.64684 2.82256 0.93596
O -1.18345 3.57061 -0.25010
F -3.04977 4.73929 2.28272
H -2.35371 5.16149 -0.69445
H -3.08518 3.70093 0.18110
H -1.64360 5.94222 1.60977
C -4.66246 -0.67852 -2.04300
C -3.45248 0.18316 -2.50239
O -2.40239 -0.65226 -1.93310
C -2.85501 -1.52112 -1.04672
O -2.12255 -2.15223 -0.31708
O -4.11342 -1.71949 -1.19323
F -3.49856 1.39283 -1.98603
H -5.06756 -1.20169 -2.90919
H -5.46446 -0.19212 -1.48774
H -3.33521 0.36724 -3.57032
C 0.12650 -1.18990 -5.61017
C -0.36181 0.23281 -5.77894
O -1.68681 0.10832 -5.36356
C -2.09113 -1.13716 -5.65114
O -3.22573 -1.49530 -5.50039
O -1.06348 -1.87033 -5.98269
F -0.20458 0.57668 -7.05953
H 0.38466 -1.37192 -4.56694
H 0.98463 -1.54759 -6.17919
H 0.18932 0.83258 -5.05464
C 1.97539 -4.33204 2.66958
C 0.94012 -3.39035 2.05309
O -0.23370 -3.90966 2.62128
C 0.10848 -4.23425 3.81294
O -0.59896 -4.66114 4.73050
O 1.46655 -4.15869 3.94135
F 1.02636 -3.47879 0.77119
H 3.01906 -4.01800 2.68488
H 1.84547 -5.27735 2.14267
H 1.01867 -2.32913 2.28920
C -0.33136 -0.39174 5.54722
C 1.02257 0.15128 6.21389
O 1.62431 0.64131 5.04732
C 1.25614 -0.00088 3.92345
O 1.92288 -0.05275 2.90809
O 0.13033 -0.66809 4.22831
F 1.82746 -0.80651 6.71265
H -1.07511 0.40508 5.54677
H -0.85763 -1.14739 6.13042
H 1.06048 0.93191 6.97369
C -3.96064 -0.67096 2.11220
C -2.84818 0.32807 2.34657
O -3.23068 1.53029 1.55290
C -4.56013 1.48493 1.46228
O -5.30588 2.44733 1.22875
O -4.96987 0.16719 1.68409
F -1.68778 -0.28684 1.90364
H -4.24154 -1.13730 3.05651
H -3.65922 -1.46853 1.43314
H -2.70513 0.54069 3.40603
C 3.30550 5.17192 -1.70001
C 4.29142 4.10811 -1.48102
O 3.50325 2.96733 -1.35048
C 2.38043 3.15482 -1.99082
O 1.57818 2.27489 -2.20932
O 2.42636 4.41715 -2.48860
F 5.04369 4.39604 -0.47923
H 3.76125 6.05013 -2.15731
H 2.72111 5.64987 -0.91380
H 4.97533 4.02680 -2.32586
C 2.51137 -4.34166 -2.90480
C 1.15192 -4.72918 -2.66202
N 0.04807 -5.04793 -2.42728
H 3.00674 -4.39707 -1.93546
H 2.47146 -3.32855 -3.30495
H 2.93786 -5.09407 -3.56819
C 4.76670 -0.30344 0.54965
C 4.42349 -1.64297 0.99563
N 4.11835 -2.72401 1.22755
H 5.83066 -0.12546 0.39342
H 4.49283 0.44866 1.28954
H 4.32719 -0.09474 -0.42573
C 0.85774 -0.21242 -0.23441
C 1.26084 -0.92583 -1.38432
N 1.66909 -1.47008 -2.29514
H 0.38050 -0.96544 0.39273
H 0.24412 0.58508 -0.65341
H 1.70700 0.11878 0.36322
```

The multiplicity is 2. For the HOMO energy (alpha / beta), the calculation gives -12.675 / -12.675 eV. The charge is +1. As for the LUMO energy (alpha / beta): -0.13266 / -0.37121 hartree. For the gap between HOMO and LUMO (alpha / beta), the calculation gives 9.07 / 2.57 eV. The expectation value of S² is 0.7644.

Entry 6:
Density functional theory data (wB97M-V/def2-TZVPD) for a single C6H14O molecule.

XYZ file:
```
21
C6H14O, DFT wB97M-V/def2-TZVPD
C -1.53974 -0.67714 -1.07077
C -1.09946 -0.28206 0.33964
C -2.21594 0.47660 1.05709
C 0.19162 0.54619 0.34246
C 1.38354 -0.13828 -0.32402
C 2.69063 0.60742 -0.07704
O 1.46940 -1.46763 0.18310
H -2.48364 -1.23437 -1.04103
H -0.79732 -1.31631 -1.56129
H -1.69646 0.21035 -1.69888
H -0.88936 -1.20338 0.89615
H -3.13289 -0.12281 1.10342
H -2.45431 1.41113 0.53206
H -1.92778 0.73267 2.08352
H 0.45526 0.78506 1.38278
H 0.01973 1.50664 -0.16664
H 1.20025 -0.17552 -1.40833
H 2.88486 0.68648 0.99822
H 2.65368 1.61783 -0.49969
H 3.53211 0.07588 -0.53489
H 1.75583 -2.03874 -0.53588
```

Its SMILES is CC(C)C[C@@H](C)O. The energy above the lowest of the compared OMol25 structures with the same formula, charge and spin comes out at 3.87 kcal/mol. For the HOMO energy, the calculation gives -10.227 eV. As for the LUMO energy: 0.03402 hartree. For the gap between HOMO and LUMO, the calculation gives 11.15 eV.